(1)
# C28H32AsAuN2S4

A structure of composition C28H32AsAuN2S4 (the ωB97M-V functional and the def2-TZVPD basis, the Open Molecules 2025 dataset).

CARTESIAN COORDINATES (ANGSTROEM)
Au -0.790 0.174 0.886
S -1.245 2.469 1.357
C 0.251 3.360 1.612
C 0.249 4.563 2.314
C 1.457 5.208 2.542
C 2.660 4.679 2.078
C 2.660 3.496 1.360
C 1.442 2.874 1.112
As 1.245 1.282 0.118
C 1.036 1.649 -1.725
C 0.918 0.577 -2.611
C 0.686 0.838 -3.950
C 0.579 2.153 -4.391
C 0.713 3.214 -3.504
C 0.926 2.968 -2.155
C 2.789 0.222 0.398
C 3.772 0.182 -0.589
C 4.953 -0.495 -0.320
C 5.128 -1.137 0.898
C 4.134 -1.101 1.872
C 2.956 -0.420 1.625
H -0.675 4.970 2.705
H 1.460 6.127 3.112
H 3.591 5.189 2.279
H 3.586 3.075 0.987
H 1.011 -0.446 -2.263
H 0.596 0.019 -4.652
H 0.397 2.353 -5.439
H 0.661 4.234 -3.862
H 1.019 3.790 -1.456
H 3.632 0.681 -1.539
H 5.736 -0.521 -1.065
H 6.048 -1.673 1.093
H 4.285 -1.599 2.820
H 2.186 -0.365 2.387
C -2.705 -5.050 1.158
C -1.390 -5.002 0.380
S -0.778 -3.348 -0.067
C 0.532 -3.012 1.122
C 0.092 -2.723 2.545
S -1.090 -1.364 2.803
C -2.764 -2.001 2.435
C -3.247 -3.182 3.261
S -2.521 -4.812 2.947
H -3.135 -6.045 1.042
H -3.430 -4.337 0.765
H -1.517 -5.510 -0.576
H -0.599 -5.520 0.924
H 1.058 -2.150 0.701
H 1.232 -3.850 1.130
H 0.952 -2.439 3.156
H -0.364 -3.601 2.997
H -2.837 -2.192 1.367
H -3.388 -1.137 2.678
H -4.327 -3.253 3.116
H -3.074 -3.015 4.325
C -3.724 2.142 -3.630
N -3.113 1.135 -2.766
C -3.149 -0.225 -2.953
C -2.483 -0.772 -1.903
N -2.039 0.239 -1.073
C -2.442 1.369 -1.632
H -3.564 1.869 -4.669
H -3.261 3.106 -3.437
H -4.792 2.210 -3.435
H -3.632 -0.675 -3.802
H -2.285 -1.806 -1.696
H -2.269 2.361 -1.246

Properties
Total charge: +2
HOMO level in eV: -13.31
Frontier orbital gap in eV: 4.60

(2)
# C28H32AsN4S3V

A structure of composition C28H32AsN4S3V (the ωB97M-V functional and the def2-TZVPD basis, the Open Molecules 2025 dataset).

CARTESIAN COORDINATES (ANGSTROEM)
V 0.252 -1.033 -0.490
S 2.547 -1.212 0.476
C 1.725 -1.587 1.948
S 0.069 -2.073 1.828
C 2.319 -1.367 3.190
C 1.583 -1.502 4.405
N 1.023 -1.584 5.411
C 3.617 -0.788 3.302
N 4.667 -0.322 3.415
C -2.828 -0.892 -1.276
N -2.730 -0.082 -2.458
C -2.492 1.326 -2.228
C -1.931 -0.653 -3.541
C -0.475 -0.213 -3.655
C -0.072 0.234 -4.915
C 1.228 0.657 -5.150
C 2.126 0.652 -4.093
C 1.711 0.216 -2.839
C 0.411 -0.248 -2.555
H -3.454 -0.395 -0.533
H -1.879 -1.149 -0.772
H -3.290 -1.852 -1.519
H -3.194 1.692 -1.474
H -2.672 1.877 -3.154
H -1.467 1.554 -1.908
H -2.428 -0.407 -4.488
H -1.991 -1.741 -3.435
H -0.792 0.256 -5.729
H 1.528 0.994 -6.135
H 3.146 0.989 -4.244
H 2.448 0.234 -2.039
C 2.264 -3.410 -2.603
As 0.598 -3.366 -1.602
C -0.559 -4.139 -2.975
C 0.850 -4.926 -0.465
H 2.455 -4.405 -3.008
H 3.073 -3.116 -1.936
H 2.198 -2.681 -3.411
H -0.171 -5.104 -3.303
H -0.587 -3.455 -3.823
H -1.571 -4.267 -2.589
H 1.134 -5.800 -1.052
H -0.068 -5.124 0.086
H 1.630 -4.687 0.257
N -0.176 0.888 0.468
S 0.258 1.058 1.983
C -1.193 1.220 3.019
C -1.028 1.421 4.382
C -2.149 1.470 5.193
C -3.416 1.310 4.643
C -3.564 1.085 3.283
C -2.444 1.031 2.463
C 0.920 2.707 2.171
C 0.138 3.852 2.117
C 0.752 5.091 2.199
C 2.133 5.176 2.338
C 2.905 4.025 2.394
C 2.299 2.778 2.309
H -0.652 1.691 0.072
H -0.035 1.511 4.806
H -2.031 1.613 6.259
H -4.289 1.341 5.284
H -4.550 0.938 2.860
H -2.523 0.821 1.403
H -0.939 3.774 2.023
H 0.153 5.993 2.158
H 2.608 6.147 2.405
H 3.979 4.093 2.505
H 2.887 1.867 2.343

Properties
Total charge: -1
HOMO level (spin up / spin down) in eV: -4.04 / -4.78
2S+1: 4
Frontier orbital gap (spin up / spin down) in eV: 6.45 / 7.19

(3)
# C28H32AuN2O4P2S2

A structure of composition C28H32AuN2O4P2S2 (the ωB97M-V functional and the def2-TZVPD basis, the Open Molecules 2025 dataset).

CARTESIAN COORDINATES (ANGSTROEM)
Au -1.165 0.031 -0.923
C -6.073 2.156 -0.315
C -5.251 0.932 0.035
O -4.621 0.464 -1.162
P -3.633 -0.802 -1.217
S 0.300 -1.348 -2.170
S -1.768 1.301 1.097
O -3.716 -0.927 -2.817
C -2.926 -1.871 -3.552
C -3.154 -3.304 -3.104
H -5.427 2.976 -0.624
H -6.643 2.472 0.557
H -6.767 1.935 -1.126
H -5.895 0.144 0.437
H -4.500 1.187 0.788
H -1.867 -1.616 -3.449
H -3.221 -1.729 -4.593
H -2.837 -3.421 -2.066
H -2.562 -3.975 -3.723
H -4.209 -3.567 -3.181
O 0.600 1.537 2.243
C -0.153 1.973 1.411
C 0.078 3.263 0.677
C 0.281 4.389 1.468
C 0.404 5.644 0.894
C 0.308 5.784 -0.480
C 0.135 4.665 -1.279
C 0.047 3.396 -0.714
P 0.026 1.968 -1.847
C 1.506 2.067 -2.904
C 1.572 1.178 -3.974
C 2.698 1.144 -4.783
C 3.753 2.011 -4.540
C 3.679 2.912 -3.486
C 2.568 2.931 -2.657
C -1.233 2.570 -3.058
C -2.569 2.444 -2.679
C -3.590 2.830 -3.530
C -3.283 3.388 -4.762
C -1.959 3.557 -5.132
C -0.935 3.136 -4.297
H 0.344 4.262 2.541
H 0.570 6.510 1.521
H 0.378 6.763 -0.935
H 0.067 4.772 -2.354
H 0.747 0.502 -4.157
H 2.755 0.434 -5.598
H 4.633 1.989 -5.169
H 4.494 3.601 -3.302
H 2.522 3.618 -1.822
H -2.792 2.042 -1.703
H -4.619 2.687 -3.233
H -4.075 3.694 -5.432
H -1.719 4.011 -6.085
H 0.095 3.256 -4.604
N 1.621 1.191 -0.378
C 2.609 0.639 -0.144
N 3.703 -0.012 0.158
C 4.495 0.408 1.314
C 5.622 1.320 0.837
O 6.402 0.679 -0.156
C 5.628 0.332 -1.291
C 4.494 -0.617 -0.916
H 4.917 -0.486 1.776
H 3.847 0.917 2.026
H 6.299 1.556 1.657
H 5.195 2.252 0.439
H 6.312 -0.141 -1.996
H 5.202 1.233 -1.752
H 4.898 -1.560 -0.540
H 3.850 -0.813 -1.773

Properties
HOMO level (spin up / spin down) in eV: -6.82 / -6.98
2S+1: 2
Frontier orbital gap (spin up / spin down) in eV: 5.59 / 5.66